# 1
# C11H18

2 unconnected molecules or ions with the total composition C11H18 in a non-equilibrium geometry (ωB97M-V/def2-TZVPD, the Open Molecules 2025 dataset).

Each line ends with the Mulliken charge.
Element x y z (Å)
C1 -0.561 -1.753 2.541  -1.317
C2 -0.390 -1.993 1.070  0.700
C3 0.878 -2.102 0.517  -0.152
C4 1.115 -2.120 -0.868  -0.671
C5 -0.014 -2.283 -1.656  -0.190
C6 -1.330 -2.374 -1.141  -0.951
C7 -1.473 -2.161 0.214  -0.062
H1 -0.214 -0.698 2.651  0.206
H2 -0.127 -2.502 3.200  0.333
H3 -1.591 -1.687 2.896  0.356
H4 1.728 -2.010 1.189  0.324
H5 2.102 -2.150 -1.309  0.417
H6 0.208 -2.541 -2.698  0.337
H7 -2.072 -2.508 -1.900  0.372
H8 -2.460 -1.890 0.590  0.271
C8 1.075 2.124 -1.640  -1.347
C9 0.491 1.842 -0.202  1.448
C10 0.892 2.622 1.025  -1.324
C11 -1.009 2.060 -0.513  -1.663
H9 2.078 1.692 -1.782  0.330
H10 0.933 3.167 -1.967  0.375
H11 0.398 1.534 -2.277  0.330
H12 0.715 0.775 -0.153  -0.320
H13 0.263 3.535 0.970  0.304
H14 0.611 2.117 1.978  0.263
H15 1.943 2.857 1.079  0.394
H16 -1.166 3.045 -0.949  0.442
H17 -1.405 1.391 -1.261  0.432
H18 -1.619 2.013 0.395  0.363

Cartesian forces, eV/Å:
C -0.53 1.44 -0.02
C -0.08 -1.23 -0.50
C 1.16 0.96 -0.05
C -1.41 -0.68 1.17
C 0.13 -1.07 -0.83
C 2.58 0.60 -0.66
C -1.31 1.03 0.07
H 0.36 -0.88 0.76
H 0.68 0.30 -0.14
H -0.25 -0.20 -0.58
H 0.00 -0.08 0.00
H 0.03 0.11 0.17
H -0.55 0.47 0.13
H -0.82 -0.05 0.31
H 0.01 -0.66 0.15
C -0.07 -0.26 0.63
C -0.74 -0.59 -2.47
C -0.88 0.41 0.18
C -0.15 0.04 1.20
H -0.12 0.70 0.01
H 0.57 -0.24 0.20
H 0.46 0.14 -0.07
H -0.30 -0.15 0.73
H 0.77 -0.06 0.36
H 0.11 0.12 -0.73
H 0.33 0.21 -0.04
H 0.17 0.33 0.16
H -0.05 -0.61 -0.02
H -0.11 -0.12 -0.12

Results
SMILES: Cc1ccccc1.CC(C)C
lowest unoccupied orbital energy: 0.92 eV
HOMO: -9.03 eV
relative energy (zero: lowest compared OMol25 entry of this formula, charge and spin): 26.19 kcal/mol



# 2
# C11H18

2 unconnected molecules or ions with the total composition C11H18 in a non-equilibrium geometry (ωB97M-V/def2-TZVPD, the Open Molecules 2025 dataset).

Each line ends with the Mulliken charge.
Element x y z (Å)
C1 1.787 1.851 0.696  -1.282
C2 1.161 0.725 1.450  0.861
C3 0.551 1.061 2.641  -0.538
C4 0.098 -0.038 3.459  -0.590
C5 0.313 -1.360 3.204  -0.263
C6 1.042 -1.773 2.020  -0.763
C7 1.353 -0.687 1.170  0.162
H1 2.846 1.852 0.828  0.360
H2 1.391 2.818 1.051  0.351
H3 1.676 1.714 -0.388  0.197
H4 0.265 2.071 2.808  0.301
H5 -0.544 0.255 4.224  0.380
H6 -0.152 -2.052 3.864  0.399
H7 1.131 -2.843 1.767  0.369
H8 1.781 -0.607 0.043  0.105
C8 0.223 -0.172 -2.836  -1.580
C9 -0.871 -0.151 -1.705  1.910
C10 -1.834 0.980 -1.925  -1.414
C11 -1.551 -1.510 -1.607  -1.715
H9 -0.312 -0.192 -3.731  0.539
H10 0.863 -1.088 -2.757  0.326
H11 0.743 0.724 -2.795  0.417
H12 -0.300 0.090 -0.721  -0.729
H13 -2.861 0.792 -1.550  0.357
H14 -1.381 1.892 -1.479  0.328
H15 -2.113 1.239 -2.977  0.291
H16 -2.521 -1.424 -1.116  0.413
H17 -1.838 -1.927 -2.507  0.448
H18 -0.947 -2.241 -1.128  0.364

Cartesian forces, eV/Å:
C -0.70 -0.25 -1.11
C 0.29 -1.29 2.00
C -0.66 -3.05 -0.13
C 0.57 1.97 -1.51
C 1.19 -0.19 -1.68
C -1.24 2.10 0.01
C 1.26 1.59 -2.76
H 0.89 0.03 0.40
H 0.12 -0.41 -0.43
H -0.29 0.35 0.08
H -0.04 0.61 0.61
H -0.85 0.12 1.60
H -0.03 -0.72 0.34
H 0.19 0.86 0.00
H -0.64 -1.76 2.61
C -1.04 -2.10 2.27
C 1.86 -0.39 0.56
C -1.05 1.38 -0.58
C -0.44 1.27 1.44
H -0.71 -0.23 -1.80
H -0.32 0.97 -0.05
H 1.46 1.56 0.01
H -1.17 -0.68 -1.44
H 0.73 0.12 0.63
H -0.73 -0.31 -0.26
H 0.86 -0.40 0.35
H 0.16 0.01 0.65
H -0.21 -0.60 -2.48
H 0.55 -0.58 0.68

Results
SMILES: Cc1ccccc1.CC(C)C
lowest unoccupied orbital energy: 0.90 eV
HOMO: -8.98 eV
relative energy (zero: lowest compared OMol25 entry of this formula, charge and spin): 42.31 kcal/mol



# 3
# C11H18

2 unconnected molecules or ions with the total composition C11H18 in a non-equilibrium geometry (ωB97M-V/def2-TZVPD, the Open Molecules 2025 dataset).

Each line ends with the Mulliken charge.
Element x y z (Å)
C1 1.627 1.213 -2.297  -1.044
C2 2.551 0.135 -1.698  -0.666
C3 1.826 -0.686 -0.666  0.894
C4 2.283 -0.795 0.645  -0.641
C5 1.651 -1.628 1.546  -0.319
C6 0.488 -2.336 1.223  -0.838
C7 -0.007 -2.146 -0.067  -0.299
C8 0.673 -1.385 -1.007  -0.377
H1 0.915 0.743 -2.992  0.289
H2 2.128 1.977 -2.888  0.359
H3 0.943 1.663 -1.567  0.239
H4 2.852 -0.503 -2.532  0.297
H5 3.395 0.667 -1.264  0.335
H6 3.245 -0.396 0.928  0.327
H7 2.053 -1.947 2.506  0.338
H8 -0.003 -3.093 1.812  0.424
H9 -0.820 -2.772 -0.424  0.358
H10 0.212 -1.305 -1.986  0.302
C9 -2.484 2.218 0.261  -1.403
C10 -2.589 0.717 0.582  -0.037
C11 -2.062 0.346 1.965  -0.718
H11 -2.908 2.833 1.056  0.399
H12 -1.444 2.537 0.183  0.332
H13 -2.991 2.449 -0.671  0.357
H14 -2.113 0.165 -0.220  0.214
H15 -3.666 0.580 0.554  0.273
H16 -1.314 -0.441 1.948  -0.022
H17 -2.868 0.003 2.615  0.311
H18 -1.574 1.188 2.454  0.318

Cartesian forces, eV/Å:
C -1.17 -0.49 -0.47
C -0.69 0.86 -0.20
C 0.03 0.09 0.10
C 0.35 -0.52 -0.16
C -0.93 -1.60 1.00
C 0.22 0.76 -1.62
C 0.25 -0.85 -0.16
C -0.64 0.32 0.26
H 0.23 -0.03 0.01
H 0.25 0.05 0.24
H 0.55 0.18 0.18
H 0.41 -0.01 0.18
H 0.30 -0.42 0.07
H 0.05 0.39 -0.03
H 0.43 0.80 -0.05
H 0.21 0.16 0.59
H -0.21 0.28 0.16
H 0.36 0.00 -0.11
C 0.64 -0.09 0.25
C -0.48 1.23 0.08
C 0.16 -0.12 0.18
H -0.23 -0.09 0.03
H 0.12 -0.01 -0.15
H -0.03 0.09 -0.11
H -0.01 -0.30 -0.05
H -0.13 -0.76 -0.14
H 0.01 -0.15 -0.17
H 0.02 0.06 0.05
H -0.07 0.17 0.03

Results
SMILES: CCc1ccccc1.CCC
lowest unoccupied orbital energy: 1.02 eV
HOMO: -9.07 eV
relative energy (zero: lowest compared OMol25 entry of this formula, charge and spin): 14.99 kcal/mol



# 4
# C11H18AuClO3SSm

A molecular structure, C11H18AuClO3SSm in a non-equilibrium geometry (ωB97M-V/def2-TZVPD, the Open Molecules 2025 dataset).

Each line ends with the Mulliken charge.
Element x y z (Å)
Sm1 0.233 -0.593 -1.811  0.986
Cl1 -1.155 -2.713 -2.232  -0.625
C1 1.529 -1.896 -0.359  -0.963
H1 1.255 -1.491 0.633  0.189
H2 2.615 -1.829 -0.518  0.223
H3 1.151 -2.929 -0.474  0.338
Au1 2.847 -0.014 -3.542  0.421
C2 0.943 0.364 -4.614  -1.454
C3 3.347 -1.279 -5.162  -1.324
C4 2.828 1.063 -1.847  -0.968
H4 4.415 -1.503 -5.015  0.329
H5 2.750 -2.204 -5.153  0.267
H6 3.181 -0.698 -6.082  0.307
H7 0.609 1.361 -4.293  0.321
H8 1.270 0.382 -5.656  0.410
H9 0.157 -0.397 -4.465  0.379
H10 3.527 0.845 -1.012  0.400
H11 2.462 2.109 -1.857  0.373
C5 -2.809 0.183 5.753  -1.384
C6 -2.328 0.329 4.334  1.051
C7 -1.214 1.135 4.080  -0.681
C8 -0.780 1.353 2.781  -0.648
C9 -1.482 0.799 1.711  0.058
C10 -2.530 -0.092 1.955  -0.216
C11 -2.970 -0.297 3.260  -0.677
S1 -1.031 1.360 0.068  1.372
O1 -1.362 2.755 -0.023  -0.644
O2 0.431 1.040 -0.088  -0.608
O3 -1.710 0.435 -0.919  -0.688
H12 -2.023 -0.240 6.395  0.312
H13 -3.082 1.152 6.196  0.315
H14 -3.692 -0.461 5.819  0.340
H15 -0.694 1.587 4.928  0.328
H16 0.109 1.953 2.616  0.391
H17 -2.982 -0.616 1.118  0.489
H18 -3.815 -0.953 3.475  0.278

Cartesian forces, eV/Å:
Sm 1.42 0.19 -0.60
Cl -0.38 -0.25 -0.32
C -0.28 -0.26 0.15
H 0.25 -0.29 -0.12
H -0.23 -0.09 0.14
H 0.40 0.32 0.26
Au 0.35 -1.22 -0.43
C -0.43 0.42 0.22
C 0.07 0.32 0.24
C -0.05 0.91 0.70
H -0.27 -0.15 -0.37
H 0.23 0.28 -0.15
H 0.19 -0.46 0.03
H -0.13 -0.21 -0.14
H -0.28 -0.10 0.27
H 0.13 0.12 -0.30
H -0.53 0.26 -0.43
H 0.21 -0.50 0.37
C -0.13 -0.08 0.32
C -0.04 0.23 -0.19
C -0.08 -0.26 -0.08
C -0.04 0.18 0.19
C -0.10 -0.13 0.15
C 0.16 0.32 -0.37
C 0.27 0.04 0.40
S 0.70 -1.28 -0.61
O -0.09 -0.43 0.07
O -1.28 0.77 0.45
O -0.03 1.19 1.15
H -0.18 0.02 -0.16
H 0.09 -0.18 -0.23
H 0.18 0.04 -0.03
H -0.05 -0.09 -0.31
H -0.17 0.07 -0.17
H -0.08 0.21 0.09
H 0.22 0.11 -0.21

Results
lowest unoccupied orbital energy (spin up / spin down): 2.43 / 2.42 eV
total charge: -1
HOMO (spin up / spin down): -3.46 / -4.92 eV
multiplicity: 8